Entry 1:
{"formula": "C5H10N", "method": "the ωB97M-V functional and the def2-TZVPD basis", "elements": ["C", "C", "H", "H", "H", "H", "C", "C", "C", "N", "H", "H", "H", "H", "H", "H"], "positions_angstrom": [[1.886, 1.814, 0.612], [0.611, 2.214, 0.657], [2.129, 0.819, 0.970], [2.657, 2.496, 0.288], [-0.184, 1.579, 1.017], [0.439, 3.278, 0.534], [-1.023, -1.922, -0.198], [-0.163, -2.620, 0.533], [-1.231, 0.180, -1.405], [-0.703, -0.576, -0.527], [-1.992, -2.249, -0.543], [0.766, -2.200, 0.893], [-0.424, -3.634, 0.802], [-0.891, 1.205, -1.483], [-2.009, -0.195, -2.059], [0.131, -0.189, -0.091]], "relative_energy_ev": 2.1109, "total_charge": 1, "total_energy_ha": -250.92772}

***

Entry 2:
{"formula": "C36H79N21O39S", "method": "the ωB97M-V functional and the def2-TZVPD basis", "elements": ["C", "N", "C", "C", "O", "C", "C", "C", "C", "N", "C", "C", "N", "C", "C", "C", "C", "C", "C", "S", "O", "O", "O", "C", "C", "C", "O", "C", "N", "H", "H", "H", "H", "H", "H", "H", "H", "H", "H", "H", "H", "H", "H", "H", "H", "H", "H", "H", "H", "H", "H", "H", "H", "H", "H", "H", "H", "C", "N", "O", "O", "H", "H", "H", "C", "N", "O", "O", "H", "H", "H", "C", "N", "O", "O", "H", "H", "H", "C", "N", "O", "O", "H", "H", "H", "C", "N", "O", "O", "H", "H", "H", "C", "N", "O", "O", "H", "H", "H", "C", "N", "O", "O", "H", "H", "H", "C", "N", "O", "O", "H", "H", "H", "C", "N", "O", "O", "H", "H", "H", "C", "N", "O", "O", "H", "H", "H", "C", "N", "O", "O", "H", "H", "H", "C", "N", "O", "O", "H", "H", "H", "C", "N", "O", "O", "H", "H", "H", "C", "N", "O", "O", "H", "H", "H", "C", "N", "O", "O", "H", "H", "H", "C", "N", "O", "O", "H", "H", "H", "C", "N", "O", "O", "H", "H", "H"], "positions_angstrom": [[0.959, -4.143, 1.740], [2.319, -3.663, 1.483], [2.795, -2.722, 2.507], [2.504, -3.179, 0.152], [3.540, -3.446, -0.425], [1.447, -2.370, -0.620], [1.768, -0.875, -0.851], [3.024, -0.358, -0.987], [3.306, 1.065, -1.222], [4.631, 1.497, -1.368], [4.678, 2.797, -1.522], [3.549, 3.672, -1.580], [2.316, 3.276, -1.448], [2.200, 1.921, -1.278], [0.870, 1.375, -1.148], [-0.291, 2.377, -1.207], [-0.811, 2.605, 0.242], [-1.150, 4.087, 0.564], [-1.799, 4.057, 1.998], [-3.567, 3.786, 1.989], [-3.983, 3.768, 3.368], [-4.313, 4.749, 1.241], [-3.942, 2.312, 1.390], [0.638, 0.035, -0.959], [-0.805, -0.437, -0.865], [-1.444, -0.767, -2.274], [-0.395, -1.093, -3.200], [-2.365, -1.981, -2.124], [-3.536, -1.731, -1.268], [0.957, -4.842, 2.591], [0.553, -4.714, 0.893], [0.294, -3.301, 2.024], [3.513, -1.982, 2.134], [3.320, -3.316, 3.279], [1.942, -2.257, 3.041], [1.284, -2.853, -1.599], [0.490, -2.435, -0.088], [3.869, -1.044, -0.940], [5.672, 3.250, -1.614], [3.737, 4.740, -1.731], [-1.055, 1.891, -1.837], [-0.019, 3.300, -1.727], [-1.769, 2.073, 0.339], [-0.089, 2.230, 0.984], [-0.235, 4.676, 0.671], [-1.839, 4.506, -0.171], [-1.340, 3.196, 2.515], [-1.603, 4.963, 2.583], [-3.307, 1.655, 1.734], [-1.468, 0.297, -0.393], [-0.934, -1.347, -0.259], [-2.004, 0.105, -2.648], [-0.361, -2.060, -3.182], [-1.828, -2.862, -1.704], [-2.737, -2.312, -3.109], [-3.828, -2.573, -0.784], [-3.349, -1.043, -0.548], [-3.076, -0.448, 3.923], [-2.471, -0.682, 2.586], [-2.741, -1.709, 2.005], [-1.728, 0.194, 2.164], [-3.706, -1.293, 4.174], [-2.263, -0.344, 4.635], [-3.663, 0.468, 3.860], [0.906, 7.266, -2.450], [0.480, 6.340, -1.369], [-0.595, 5.783, -1.493], [1.241, 6.203, -0.433], [0.136, 7.289, -3.212], [1.038, 8.246, -2.007], [1.841, 6.887, -2.856], [3.247, 2.401, -5.269], [4.113, 3.566, -5.591], [4.688, 3.556, -6.661], [4.190, 4.451, -4.761], [3.282, 1.704, -6.095], [3.640, 1.950, -4.364], [2.238, 2.771, -5.119], [-7.137, 2.024, 1.214], [-7.892, 0.749, 1.348], [-7.439, -0.237, 0.800], [-8.916, 0.778, 2.001], [-6.255, 1.849, 0.611], [-7.795, 2.743, 0.734], [-6.862, 2.345, 2.215], [0.213, 0.107, 7.919], [-0.472, -0.201, 6.638], [-0.547, 0.685, 5.802], [-0.918, -1.316, 6.500], [0.554, 1.138, 7.890], [-0.510, -0.043, 8.716], [1.052, -0.577, 8.013], [6.719, -2.486, 0.325], [7.493, -1.261, 0.662], [8.380, -0.930, -0.097], [7.180, -0.679, 1.680], [7.099, -2.902, -0.601], [6.853, -3.190, 1.143], [5.677, -2.200, 0.211], [-10.340, -2.056, 1.121], [-11.085, -3.338, 1.251], [-10.622, -4.317, 0.701], [-12.109, -3.315, 1.901], [-9.454, -2.227, 0.519], [-11.001, -1.340, 0.642], [-10.069, -1.730, 2.120], [1.760, 3.114, 4.540], [1.083, 3.902, 5.604], [1.395, 3.674, 6.756], [0.264, 4.718, 5.243], [2.459, 2.429, 5.006], [0.990, 2.572, 3.997], [2.280, 3.813, 3.890], [2.647, -8.289, 0.450], [1.445, -7.417, 0.490], [0.942, -7.191, 1.572], [1.044, -6.981, -0.571], [2.888, -8.598, 1.459], [2.407, -9.147, -0.172], [3.452, -7.708, 0.022], [7.663, 2.873, -8.470], [7.872, 1.413, -8.680], [7.355, 0.650, -7.887], [8.549, 1.087, -9.631], [7.044, 3.012, -7.590], [8.641, 3.326, -8.332], [7.170, 3.264, -9.354], [-4.775, -2.419, 8.662], [-3.571, -1.686, 8.180], [-2.846, -1.178, 9.015], [-3.394, -1.645, 6.981], [-4.801, -2.374, 9.744], [-5.643, -1.934, 8.233], [-4.687, -3.445, 8.320], [-5.473, -1.145, -5.776], [-4.044, -1.506, -5.976], [-3.486, -1.076, -6.966], [-3.534, -2.208, -5.129], [-5.791, -0.520, -6.602], [-6.042, -2.070, -5.746], [-5.545, -0.610, -4.832], [5.942, -1.547, -4.761], [5.273, -0.831, -3.641], [5.583, -1.134, -2.509], [4.453, 0.014, -3.944], [6.640, -2.265, -4.345], [5.168, -2.047, -5.337], [6.460, -0.805, -5.363], [7.336, -6.721, 0.092], [6.461, -7.923, 0.169], [6.835, -8.929, -0.390], [5.423, -7.804, 0.792], [8.217, -6.971, -0.489], [6.764, -5.932, -0.389], [7.605, -6.448, 1.108], [0.111, 12.391, -2.456], [0.269, 10.923, -2.636], [-0.243, 10.195, -1.809], [0.902, 10.552, -3.602], [-0.472, 12.569, -1.559], [1.106, 12.817, -2.364], [-0.400, 12.774, -3.335], [0.001, -0.967, -6.712], [0.874, 0.189, -7.057], [1.438, 0.175, -8.131], [0.961, 1.073, -6.228], [0.019, -1.671, -7.537], [0.397, -1.415, -5.806], [-1.003, -0.584, -6.551], [-7.470, -5.883, 8.533], [-6.872, -4.717, 9.239], [-7.207, -3.606, 8.876], [-6.086, -4.957, 10.130], [-8.146, -5.515, 7.769], [-6.656, -6.451, 8.092], [-8.004, -6.473, 9.273]], "relative_energy_ev": 0.0000, "total_energy_ha": -5899.90161}